(1)
A structure of composition C25H31ClN2OSiTl. Source: the Open Molecules 2025 dataset; level of theory: ωB97M-V/def2-TZVPD.

Structure (XYZ):
```
62
Properties=species:S:1:pos:R:3:forces:R:3
Tl 0.454646 1.700407 1.089316 -0.074 -0.930 -0.671
Cl 3.631322 1.003274 -5.635970 -0.015 0.057 0.042
C 3.097466 1.524728 -4.068031 0.153 0.017 0.003
C 4.036088 1.928659 -3.108879 -0.023 -0.002 -0.077
C 3.623242 2.322460 -1.862017 -0.010 0.007 0.137
C 2.262344 2.284833 -1.471124 0.046 -0.011 -0.209
O 1.948138 2.654547 -0.261368 -0.187 0.109 0.366
C 1.328516 1.887463 -2.461216 0.141 0.125 -0.031
C -0.092991 1.844791 -2.252583 -0.072 0.014 -0.132
N -0.703163 1.588448 -1.150663 -0.081 0.155 0.176
C -2.115699 1.482085 -1.162909 -0.012 0.011 -0.015
C -2.846279 1.095225 -2.257954 0.032 -0.103 -0.093
C -4.247935 0.957029 -2.208683 0.007 0.016 0.001
C -4.923946 1.170368 -1.045214 0.030 -0.018 0.029
C -4.208088 1.538843 0.117073 -0.009 0.008 0.010
C -4.847257 1.734548 1.361922 -0.072 0.010 -0.036
C -4.120296 2.107157 2.452811 0.019 0.036 0.046
C -2.734702 2.285602 2.298212 0.077 0.005 -0.040
N -2.102627 2.092831 1.164204 0.068 0.237 -0.021
C -2.807518 1.714950 0.060049 -0.031 0.074 0.138
C 1.767857 1.556506 -3.762373 -0.167 -0.033 0.070
H 5.087056 1.944075 -3.369381 -0.026 -0.005 0.017
H 4.337121 2.671182 -1.126306 0.007 -0.033 -0.018
H -0.685145 2.035568 -3.151231 -0.001 -0.111 -0.016
H -2.341427 0.860149 -3.185811 -0.017 -0.016 0.010
H -4.779765 0.666351 -3.104558 0.016 -0.012 0.004
H -5.998636 1.053846 -0.987700 0.013 -0.007 -0.011
H -5.918421 1.584163 1.428921 0.020 0.024 0.008
H -4.582139 2.272017 3.416073 0.016 -0.001 -0.012
H -2.125532 2.595648 3.142017 -0.042 -0.030 0.008
H 1.038443 1.285598 -4.517937 0.016 0.008 0.032
C 0.900495 -0.954556 3.462395 0.113 -0.249 0.273
Si 0.869997 -1.215565 1.637620 0.093 0.827 0.266
C 2.538554 -1.299571 0.800730 0.061 0.115 -0.162
C 3.144873 -2.639547 1.273406 -0.088 -0.061 0.055
C 2.448786 -1.271445 -0.729802 0.065 -0.072 0.014
C 3.449534 -0.153811 1.265494 0.064 -0.087 0.075
C -0.667996 -2.075587 1.030876 -0.178 0.091 -0.221
C -0.516767 -3.550683 1.456034 0.107 -0.015 0.055
C -0.865313 -1.991120 -0.487436 -0.074 -0.093 0.027
C -1.897211 -1.478596 1.731110 -0.011 -0.126 0.066
H 1.074803 -1.905846 3.978992 -0.015 0.051 0.010
H -0.049060 -0.552585 3.813651 0.008 -0.022 -0.001
H 1.692291 -0.264249 3.749898 0.019 -0.032 -0.002
H 2.545042 -3.501668 0.969766 0.063 0.025 -0.016
H 3.271282 -2.674671 2.359310 0.025 -0.001 -0.043
H 4.133949 -2.749179 0.820424 -0.022 -0.012 0.022
H 1.935597 -2.145548 -1.128254 0.022 0.002 -0.013
H 3.462880 -1.271624 -1.140282 -0.031 0.018 -0.006
H 1.948930 -0.373438 -1.101267 0.006 -0.029 -0.006
H 3.539479 -0.106037 2.353247 0.011 0.012 -0.034
H 3.121214 0.817709 0.894278 0.027 -0.009 -0.015
H 4.450887 -0.329489 0.861642 -0.014 -0.003 0.029
H 0.349551 -4.032523 0.996220 -0.071 -0.004 -0.013
H -1.408369 -4.094551 1.131043 0.025 0.002 0.025
H -0.436777 -3.662594 2.540909 -0.017 -0.014 -0.039
H -0.086325 -2.519740 -1.033310 -0.017 -0.003 -0.014
H -0.895821 -0.960005 -0.841060 0.012 0.004 -0.014
H -1.820469 -2.460925 -0.742157 0.023 0.023 -0.004
H -1.823902 -1.536997 2.818829 -0.031 -0.001 -0.035
H -2.781129 -2.049302 1.430803 0.016 0.027 0.007
H -2.059677 -0.439608 1.448200 -0.014 0.035 0.001
```
Forces are in eV/Å.

Energy above the lowest of the compared OMol25 structures with the same formula, charge and spin = 0.624 eV
Spin multiplicity = 1
Kohn-Sham gap = 5.84 eV
Max |F| = 1.1 eV Å⁻¹
Total charge = +1

***

(2)
A structure of composition C25H31ClN4O5. Source: the Open Molecules 2025 dataset; level of theory: ωB97M-V/def2-TZVPD.

Structure (XYZ):
```
66
Properties=species:S:1:pos:R:3:forces:R:3
C -6.920541 -0.247333 -1.713715 -6.901 -2.801 -12.021
H -7.315591 -1.169745 -1.456575 -2.251 -1.874 0.372
H -7.558066 0.620898 -1.983010 -0.540 -0.909 0.401
H -6.403023 -0.484016 -2.771635 -1.166 -0.023 0.749
O -6.066381 0.084391 -0.982495 9.848 6.636 10.651
C -5.108383 -0.611523 -0.372575 1.663 2.537 2.114
C -4.857402 -1.913242 -0.745222 -2.310 1.510 -3.463
C -3.683253 -2.470067 -0.573782 3.778 -4.449 2.549
C -2.902813 -1.939688 0.438253 2.312 -2.091 1.533
C -3.114561 -0.753320 1.042947 -3.588 4.890 0.208
C -4.275166 0.231863 0.588529 0.883 -13.324 -4.524
O -4.631544 1.388319 0.871898 0.833 2.028 1.060
C -3.592837 1.774360 1.706747 -2.048 8.197 6.286
H -2.580680 2.033952 1.442976 0.361 -1.510 -1.145
H -3.983108 2.966475 1.757755 1.295 -2.502 0.717
H -3.675593 1.482736 2.947656 0.070 0.105 -3.887
H -2.493014 -0.461074 1.880745 0.031 0.163 -0.234
C -1.647846 -2.737863 1.072091 -0.091 2.714 -2.749
H -1.371312 -3.490994 0.344672 -0.734 -1.459 0.724
H -1.711295 -2.923386 2.159019 0.044 -0.443 -0.978
C -0.416258 -1.793073 0.729686 1.111 -0.021 10.112
N -0.505408 -1.005553 -0.296868 -0.333 -0.178 -9.769
C -0.621526 0.352147 -0.484081 -0.382 0.965 2.276
O -0.632300 1.013946 0.606184 0.134 -0.797 -4.007
C -0.860918 0.890431 -2.186250 -1.020 -9.937 4.029
H -1.047480 1.793457 -1.933269 -2.369 6.215 0.608
H -1.642302 -0.042845 -2.413082 1.694 3.333 -0.126
H 0.097018 0.763469 -2.549460 1.749 -0.413 -1.293
H -0.635558 -1.702171 -1.159083 0.284 2.825 1.453
H -0.341699 -1.034925 1.651572 -0.335 -1.244 -1.389
C 0.926823 -2.480832 0.992576 -1.802 -4.918 1.564
O 0.962589 -3.515727 1.726222 -0.384 2.386 -0.547
N 1.973762 -2.145279 0.290927 0.889 -1.337 1.475
H 1.752100 -1.551901 -0.391982 -0.338 3.105 -3.415
C 3.253354 -2.772415 0.404179 0.782 1.408 0.585
C 4.267090 -1.457503 1.073996 -0.536 -14.234 1.984
H 5.015274 -2.153536 1.460844 -0.302 0.318 1.730
C 4.896336 -0.798025 0.205818 4.819 0.656 -14.939
N 4.015097 -0.668267 -1.196445 3.324 0.610 5.337
C 2.951482 0.363626 -1.311212 10.959 -2.213 12.165
O 2.400729 0.117539 -2.210277 -10.884 0.023 -12.855
N 2.880563 1.295387 -0.212794 5.123 -8.655 -5.704
C 2.042375 2.261023 -0.415920 0.485 0.877 -0.224
C 1.654701 2.787163 -1.581236 -1.141 4.510 -5.776
C 0.740722 4.071855 -1.610491 5.175 -6.725 2.924
C 0.575734 4.429553 -0.326582 -4.603 3.964 1.274
C 0.937813 3.783521 0.897096 -0.846 1.699 -0.126
C 1.837292 2.662163 0.819763 -9.331 11.070 -3.138
Cl 2.266179 2.137286 2.140170 3.606 -4.611 9.599
H 0.395183 4.319687 1.866019 2.068 -1.951 -2.361
H -0.228125 5.383413 -0.310231 2.280 -2.311 0.801
H 0.533730 4.521876 -2.502764 -0.798 1.221 -1.867
H 2.218693 2.605434 -2.659112 -1.652 -0.217 3.216
H 3.451139 0.931311 0.567322 -1.136 1.382 -0.508
C 4.037530 -2.032002 -1.822028 -5.034 4.871 -0.819
H 3.070993 -1.797879 -2.353954 1.385 -1.183 -1.268
C 3.809501 -3.211684 -1.029799 4.400 6.354 8.295
H 4.739612 -3.579355 -0.746616 1.692 -1.524 0.157
H 3.219964 -3.827981 -1.358678 -5.977 -6.763 -3.957
H 4.933676 -2.093298 -2.306551 1.916 -0.075 -2.196
H 5.253970 0.096260 0.215270 1.982 5.880 1.489
H 5.858823 -1.325376 -0.312229 -1.979 0.741 1.433
H 3.686211 -1.027086 1.645152 -5.563 3.995 6.244
H 3.043239 -3.600363 1.173202 0.970 1.176 -1.192
H -3.425053 -3.574118 -0.832529 -0.647 2.144 -0.105
H -5.349485 -2.307432 -1.636020 -0.924 0.184 0.475
```
Forces are in eV/Å.

Energy above the lowest of the compared OMol25 structures with the same formula, charge and spin = 24.359 eV
Spin multiplicity = 1
Kohn-Sham gap = 7.86 eV
Max |F| = 16.8 eV Å⁻¹
Total charge = 0